81
Properties=species:S:1:pos:R:3 method="wB97M-V/def2-TZVPD" gap_ev="6.3429 / 7.1130" total_energy_ev=-65778.6365 spin_multiplicity=3 charge=+2 e_homo_ev="-13.900 / -14.397"
W -0.9240 -0.7228 -0.0756
P -0.2252 0.3362 -2.2423
P 0.7492 0.1234 1.3244
F -0.1103 -2.9927 -2.7453
F 2.6437 -6.3547 -0.9639
F 0.7163 -3.2049 1.9307
F 1.3774 -5.1340 -3.0843
F 2.3477 -5.2335 1.5348
C 2.1466 2.6143 2.3601
C 3.1199 2.1319 1.5425
C 0.9627 -3.5158 0.6181
C -2.9770 -3.2809 -1.6783
C 0.3589 -2.7615 -0.4028
C 1.2900 -4.5988 -1.8494
C 1.0304 3.7145 -0.0178
C 1.5922 -0.5452 2.7041
C -2.5477 -1.1677 1.3921
C 3.9514 2.9660 0.6069
C 1.7672 -4.6541 0.4645
C -3.6293 -0.2138 -2.0944
C -2.7836 -2.2106 -0.6672
C -0.4066 1.4742 1.7178
C -2.4539 -2.4249 0.6964
C -2.4467 -1.0408 2.8762
C -3.5422 1.1808 0.7410
C -2.9769 -0.1689 0.4417
C -0.2611 -0.3065 -3.9147
C 1.9320 -5.2245 -0.7915
C -0.7945 2.0456 -2.4094
C -2.2696 -3.7582 1.3252
C 0.5331 -3.4381 -1.6248
C 3.3932 3.1881 -0.8116
C 1.5215 4.6957 1.0316
C -3.0766 -0.8162 -0.8435
C 1.7618 4.0699 2.4188
C 1.8782 3.1980 -0.9499
C 1.8003 0.4027 -0.1518
C 1.5136 0.1821 -1.6524
H 0.8617 -0.7053 3.5112
H -3.0597 -0.5403 -2.9775
H 3.5482 1.1411 1.7378
H -2.1630 -4.0135 -1.6336
H -3.2616 1.5168 1.7400
H 1.8584 2.0539 3.2555
H -4.6408 1.1624 0.6980
H 1.5432 3.0760 -1.9906
H 4.2185 3.9316 1.0560
H -3.2874 -1.5498 3.3700
H 2.0079 -1.5138 2.4146
H -2.4642 0.0068 3.1914
H 3.7839 2.3994 -1.4684
H -0.8454 2.5439 -1.4360
H -3.6170 0.8820 -2.0454
H 0.1638 2.3903 1.8720
H -3.0090 -2.8701 -2.6955
H -1.2948 -0.5450 -4.1904
H 0.1421 0.4567 -4.5916
H 2.7789 -0.0346 0.0887
H -1.5267 -1.5149 3.2432
H 2.3725 0.1467 3.0113
H 2.4308 5.2237 0.7103
H 2.5204 4.6677 2.9499
H -3.9190 -3.8258 -1.5157
H -1.6553 -4.4109 0.6927
H 1.8679 1.4875 -0.0255
H -0.0480 3.7502 -0.1824
H 2.0624 0.9380 -2.2391
H 3.8244 4.1226 -1.2038
H -3.2102 1.9187 0.0042
H -3.2333 -4.2670 1.4755
H -4.6750 -0.5252 -2.2506
H 0.7603 5.4815 1.1461
H 4.9081 2.4356 0.4862
H -1.8003 2.0410 -2.8497
H 0.8527 4.1719 3.0174
H 1.8833 -0.8029 -1.9583
H -1.7872 -3.6754 2.3043
H -1.1316 1.7003 0.9218
H 0.3381 -1.2185 -3.9667
H -0.9577 1.2309 2.6373
H -0.1025 2.5816 -3.0705